{
  "formula": "C62H140Cl8O30",
  "method": "ωB97M-V with the def2-TZVPD basis set",
  "smiles": "ClC(Cl)(Cl)Cl.ClC(Cl)(Cl)Cl.COCCOCCOC.COCCOCCOC.COCCOCCOC.COCCOCCOC.COCCOCCOC.COCCOCCOC.COCCOCCOC.COCCOCCOC.COCCOCCOC.COCCOCCOC",
  "charge": 0,
  "lumo_energy_ha": 0.004,
  "total_energy_ha": -8384.19948,
  "e_homo_ev": -8.953,
  "symbols": ["C", "O", "C", "C", "O", "C", "C", "O", "C", "H", "H", "H", "H", "H", "H", "H", "H", "H", "H", "H", "H", "H", "H", "C", "O", "C", "C", "O", "C", "C", "O", "C", "H", "H", "H", "H", "H", "H", "H", "H", "H", "H", "H", "H", "H", "H", "C", "O", "C", "C", "O", "C", "C", "O", "C", "H", "H", "H", "H", "H", "H", "H", "H", "H", "H", "H", "H", "H", "H", "C", "O", "C", "C", "O", "C", "C", "O", "C", "H", "H", "H", "H", "H", "H", "H", "H", "H", "H", "H", "H", "H", "H", "C", "O", "C", "C", "O", "C", "C", "O", "C", "H", "H", "H", "H", "H", "H", "H", "H", "H", "H", "H", "H", "H", "H", "C", "O", "C", "C", "O", "C", "C", "O", "C", "H", "H", "H", "H", "H", "H", "H", "H", "H", "H", "H", "H", "H", "H", "C", "O", "C", "C", "O", "C", "C", "O", "C", "H", "H", "H", "H", "H", "H", "H", "H", "H", "H", "H", "H", "H", "H", "C", "O", "C", "C", "O", "C", "C", "O", "C", "H", "H", "H", "H", "H", "H", "H", "H", "H", "H", "H", "H", "H", "H", "C", "O", "C", "C", "O", "C", "C", "O", "C", "H", "H", "H", "H", "H", "H", "H", "H", "H", "H", "H", "H", "H", "H", "C", "O", "C", "C", "O", "C", "C", "O", "C", "H", "H", "H", "H", "H", "H", "H", "H", "H", "H", "H", "H", "H", "H", "C", "Cl", "Cl", "Cl", "Cl", "C", "Cl", "Cl", "Cl", "Cl"],
  "xyz": [[6.03233, 4.44100, 2.83014], [6.48577, 3.12108, 2.99602], [5.45439, 2.12528, 3.08705], [5.86449, 0.71187, 3.20758], [6.50848, 0.14456, 2.09372], [7.11665, -1.12918, 2.22748], [6.04327, -2.30547, 2.19086], [5.32092, -2.76137, 3.34239], [6.18748, -2.93750, 4.40617], [5.29612, 4.47507, 2.03392], [6.92779, 5.05077, 2.68542], [5.42675, 4.80038, 3.67837], [4.84080, 2.27363, 2.15612], [4.73330, 2.43755, 3.92205], [4.95898, 0.11838, 3.45088], [6.52212, 0.50007, 4.10200], [7.73756, -1.17077, 3.07541], [7.63274, -1.26760, 1.24609], [6.79596, -3.07372, 1.91218], [5.39770, -2.14812, 1.35555], [5.56810, -3.31942, 5.23913], [6.55043, -1.95516, 4.70745], [7.06241, -3.61129, 4.09013], [6.98711, 1.56769, -7.96940], [5.85190, 1.08753, -7.24022], [6.22489, 0.19930, -6.18172], [5.00445, -0.54670, -5.77095], [5.15932, -1.34439, -4.65504], [4.02955, -2.02952, -4.20733], [4.20681, -2.61766, -2.82691], [3.07136, -3.41169, -2.54039], [3.28243, -4.23838, -1.38866], [7.57466, 0.78758, -8.51432], [7.66630, 1.98663, -7.23032], [6.67651, 2.34341, -8.67385], [6.59332, 0.69850, -5.27959], [7.03478, -0.43329, -6.58753], [4.59738, -1.10260, -6.57296], [4.25631, 0.17989, -5.41491], [3.83652, -2.84354, -4.89443], [3.11275, -1.43098, -4.14067], [4.33154, -1.88000, -2.06507], [5.10572, -3.29373, -2.75966], [2.46485, -4.96762, -1.30087], [3.27341, -3.72476, -0.43736], [4.27231, -4.77040, -1.42457], [-4.56881, -1.65315, 7.29648], [-4.47890, -2.58988, 6.24571], [-3.19993, -3.02457, 6.02088], [-2.23727, -1.99206, 5.50094], [-2.49146, -1.83580, 4.14139], [-1.56377, -0.96158, 3.52692], [-1.79678, -0.67391, 2.05148], [-2.12105, -1.86392, 1.29404], [-1.29123, -3.01279, 1.51965], [-4.02760, -0.71028, 7.15615], [-4.15829, -2.17762, 8.18672], [-5.62020, -1.39975, 7.38852], [-3.19590, -3.72170, 5.19110], [-2.84034, -3.47494, 6.94878], [-1.14754, -2.30689, 5.68055], [-2.34330, -1.04587, 6.04973], [-0.50609, -1.34235, 3.67162], [-1.56150, -0.00206, 4.10688], [-0.92665, -0.24382, 1.62539], [-2.72541, -0.09916, 1.94576], [-0.42546, -3.01174, 0.76948], [-1.87857, -3.88777, 1.39518], [-0.74255, -2.95244, 2.48834], [2.30117, -3.70060, 2.60910], [1.43731, -4.21035, 3.59904], [2.01734, -4.66246, 4.82665], [2.30199, -3.43038, 5.60491], [2.77049, -3.67019, 6.89988], [2.42232, -2.70546, 7.88234], [3.74757, -1.98214, 8.30970], [4.21275, -1.10136, 7.38211], [5.57284, -0.79162, 7.51834], [3.34865, -3.87184, 2.75723], [2.19771, -2.65472, 2.48839], [2.02347, -4.23926, 1.65242], [2.89314, -5.30505, 4.64019], [1.19765, -5.13930, 5.37162], [1.33675, -2.90662, 5.73822], [2.96784, -2.80744, 5.10902], [1.86030, -3.16163, 8.77406], [1.82569, -1.96828, 7.29679], [4.57559, -2.82978, 8.48936], [3.66086, -1.56064, 9.33033], [5.74752, -0.65080, 8.58442], [5.84324, 0.10483, 7.06129], [6.18118, -1.62699, 7.18775], [6.24630, 3.97826, -3.45376], [5.85352, 2.65861, -3.66723], [4.98923, 2.16463, -2.65328], [5.71869, 1.57119, -1.40141], [6.75647, 0.64922, -1.71538], [8.10082, 1.11979, -1.53945], [8.45477, 1.20642, -0.07785], [9.63416, 1.94411, -0.05574], [10.11938, 2.08511, 1.23016], [6.71448, 4.31727, -4.33604], [6.91447, 4.06502, -2.53132], [5.33668, 4.62230, -3.34778], [4.57575, 1.31939, -3.25166], [4.19436, 2.84302, -2.31468], [4.97680, 1.07070, -0.86267], [6.02997, 2.36381, -0.72832], [8.22552, 2.10757, -2.02085], [8.71493, 0.39412, -2.03931], [8.45519, 0.24458, 0.42078], [7.68457, 1.82198, 0.45547], [9.42141, 2.65609, 1.87138], [11.07691, 2.67597, 1.17985], [10.46620, 1.08164, 1.64293], [1.49357, 0.81067, 3.77968], [1.01997, 1.48229, 4.90171], [0.66239, 0.49664, 5.89186], [0.14777, 1.20547, 7.07539], [-1.20932, 1.67346, 7.00168], [-1.48284, 2.54330, 5.99305], [-2.97887, 2.56982, 5.75832], [-3.51927, 1.37150, 5.26294], [-4.95710, 1.51604, 5.07342], [0.62384, 0.43926, 3.24534], [2.24137, 0.06625, 4.02330], [2.02415, 1.57883, 3.23592], [1.58187, -0.13326, 6.22667], [-0.14829, -0.16434, 5.59883], [0.86607, 2.08743, 7.24049], [0.24626, 0.54245, 7.90324], [-0.83770, 2.27726, 5.08081], [-1.06723, 3.50741, 6.20872], [-3.25743, 3.39496, 5.08240], [-3.49423, 2.76883, 6.73588], [-5.22852, 0.60672, 4.56098], [-5.17466, 2.35515, 4.43442], [-5.44768, 1.58265, 6.04641], [-2.31302, 6.66480, -5.88079], [-3.10909, 7.09778, -6.92965], [-3.33165, 6.08201, -7.90138], [-4.55195, 5.21201, -7.59388], [-4.17194, 4.30247, -6.62269], [-5.15388, 3.37465, -6.17501], [-4.61092, 2.22626, -5.29134], [-3.52097, 1.54064, -5.96495], [-3.85411, 0.90662, -7.13631], [-1.98674, 7.43508, -5.25994], [-1.40375, 6.14041, -6.29177], [-2.88897, 5.98058, -5.18922], [-2.48437, 5.39893, -8.03492], [-3.54161, 6.53696, -8.89757], [-4.85287, 4.75643, -8.50031], [-5.27265, 5.80678, -7.20141], [-5.65696, 3.02758, -7.03607], [-5.91655, 3.84766, -5.52340], [-5.45352, 1.54722, -5.14518], [-4.18116, 2.60022, -4.36014], [-4.91449, 0.50586, -7.11320], [-3.15709, -0.00950, -7.22763], [-3.68853, 1.62163, -7.95408], [3.04477, -0.57790, 0.65484], [1.69928, -0.79411, 0.81851], [0.97345, -1.07842, -0.37900], [1.01751, 0.18073, -1.36286], [0.38164, 1.31863, -0.76193], [-0.99009, 1.24370, -0.95012], [-1.69240, 2.33283, -0.17851], [-3.04744, 2.39878, -0.11029], [-3.53715, 3.24421, -1.13949], [3.48386, -0.57915, 1.65931], [3.31450, 0.36792, 0.10363], [3.45722, -1.39399, 0.03213], [-0.10044, -1.19538, -0.09100], [1.31335, -1.93316, -0.97650], [0.75335, -0.12979, -2.35139], [2.07029, 0.48526, -1.46177], [-1.45370, 0.26606, -0.67826], [-1.20157, 1.39355, -2.02028], [-1.32437, 3.28993, -0.61733], [-1.15831, 2.29394, 0.76713], [-4.60401, 3.18127, -1.22175], [-3.19752, 2.86372, -2.08716], [-3.32126, 4.30184, -1.03471], [-6.96225, -1.39408, -5.86436], [-8.26608, -1.29083, -5.23479], [-8.87051, -0.04066, -5.50127], [-8.84814, 0.80613, -4.21915], [-7.54799, 1.04196, -3.73105], [-7.17895, 0.18180, -2.64792], [-5.67700, 0.20652, -2.32409], [-5.09816, -0.49031, -3.38633], [-3.96026, -1.22870, -3.05382], [-7.09540, -1.60451, -6.88122], [-6.40052, -2.19726, -5.41590], [-6.34234, -0.51835, -5.75035], [-9.99450, -0.23008, -5.64587], [-8.45439, 0.41627, -6.36127], [-9.33025, 0.24172, -3.44107], [-9.29982, 1.79435, -4.45303], [-7.58303, -0.85210, -3.00335], [-7.72558, 0.41572, -1.65517], [-5.53633, -0.36053, -1.41192], [-5.27904, 1.25957, -2.21739], [-4.03864, -1.79980, -2.18944], [-3.14511, -0.56377, -2.85481], [-3.75363, -1.92597, -3.85536], [-9.16560, -4.20562, -3.04977], [-8.72346, -3.68290, -1.86059], [-7.32462, -3.51863, -1.78199], [-6.98516, -3.19562, -0.32991], [-5.60321, -3.16809, -0.06283], [-5.32960, -2.59749, 1.21931], [-5.33251, -1.02479, 1.11709], [-6.48066, -0.30069, 0.88489], [-6.29526, 1.09981, 0.93584], [-8.88172, -5.29876, -3.21340], [-8.72463, -3.58992, -3.82141], [-10.24020, -4.08147, -3.07495], [-7.03088, -2.72558, -2.47104], [-6.74524, -4.48368, -1.94064], [-7.41658, -4.00574, 0.29727], [-7.41808, -2.27187, -0.01936], [-4.32621, -2.80273, 1.41382], [-5.98981, -3.01182, 2.00831], [-4.53825, -0.77565, 0.42627], [-4.91159, -0.72035, 2.10976], [-7.25882, 1.59451, 0.88625], [-5.68072, 1.45226, 0.13177], [-5.75816, 1.36056, 1.90893], [-1.67789, -5.00816, -2.32608], [-2.02921, -5.09769, -4.05580], [-2.96082, -5.84991, -1.46338], [-0.09897, -5.73164, -2.08040], [-1.71525, -3.33206, -1.79746], [0.55295, 3.91120, -4.13973], [-0.67360, 3.71322, -5.47873], [2.15789, 4.59049, -4.75574], [-0.16983, 5.03984, -2.96291], [0.86121, 2.34966, -3.37625]],
  "lowdin_charge": [-0.12, -0.20, -0.20, -0.21, -0.16, -0.15, -0.16, -0.21, -0.12, 0.08, 0.10, 0.09, 0.13, 0.15, 0.12, 0.14, 0.10, 0.13, 0.12, 0.10, 0.10, 0.06, 0.13, -0.11, -0.19, -0.19, -0.22, -0.12, -0.19, -0.20, -0.19, -0.11, 0.09, 0.08, 0.09, 0.12, 0.13, 0.12, 0.13, 0.13, 0.13, 0.10, 0.14, 0.05, 0.05, 0.10, -0.09, -0.16, -0.23, -0.22, -0.10, -0.21, -0.14, -0.22, -0.10, 0.07, 0.10, 0.09, 0.13, 0.12, 0.14, 0.11, 0.12, 0.12, 0.09, 0.12, 0.07, 0.07, 0.08, -0.10, -0.19, -0.16, -0.23, -0.14, -0.15, -0.25, -0.18, -0.09, 0.06, 0.06, 0.10, 0.14, 0.14, 0.12, 0.10, 0.15, 0.09, 0.16, 0.12, 0.09, 0.07, 0.08, -0.12, -0.20, -0.17, -0.17, -0.12, -0.15, -0.23, -0.18, -0.13, 0.07, 0.11, 0.09, 0.12, 0.12, 0.07, 0.11, 0.13, 0.13, 0.10, 0.12, 0.09, 0.10, 0.11, -0.10, -0.19, -0.21, -0.17, -0.11, -0.24, -0.21, -0.20, -0.06, 0.07, 0.08, 0.09, 0.14, 0.09, 0.16, 0.11, 0.14, 0.12, 0.13, 0.14, 0.08, 0.08, 0.09, -0.16, -0.16, -0.18, -0.21, -0.15, -0.17, -0.14, -0.22, -0.14, 0.06, 0.06, 0.09, 0.12, 0.13, 0.12, 0.10, 0.10, 0.14, 0.09, 0.12, 0.09, 0.12, 0.09, -0.12, -0.19, -0.15, -0.21, -0.17, -0.27, -0.26, -0.14, -0.09, 0.08, 0.09, 0.08, 0.08, 0.12, 0.09, 0.10, 0.13, 0.09, 0.11, 0.13, 0.07, 0.08, 0.10, -0.07, -0.20, -0.19, -0.19, -0.16, -0.16, -0.18, -0.19, -0.12, 0.07, 0.09, 0.05, 0.15, 0.10, 0.11, 0.13, 0.13, 0.14, 0.09, 0.13, 0.03, 0.08, 0.09, -0.13, -0.18, -0.19, -0.20, -0.15, -0.12, -0.22, -0.19, -0.08, 0.11, 0.07, 0.09, 0.10, 0.15, 0.14, 0.11, 0.08, 0.14, 0.11, 0.12, 0.09, 0.05, 0.10, -2.05, 0.52, 0.55, 0.57, 0.61, -1.88, 0.55, 0.48, 0.53, 0.65]
}